42
Properties=species:S:1:pos:R:3 method="wB97M-V/def2-TZVPD" relative_energy_ev=0.517 homo_energy_ev=1.72 charge=-2 multiplicity=1 fmax_ev_per_a=10.538 gap_ev=2.31 energy_ev=-45733.9500
Li -0.7912 -0.8791 -0.6147
P -1.5952 -1.9551 -2.4287
O -2.0382 -0.6111 -2.2277
O -0.0762 -1.6741 -2.1557
O -1.8912 -2.6231 -3.7367
O -1.8242 -2.5241 -1.1097
C 2.6508 -4.6101 4.3373
O 2.0318 -3.4691 3.7033
C 0.8378 -3.8011 3.1223
O 0.5888 -4.9521 2.7913
O 0.0488 -2.5711 2.8833
C -1.1812 -2.7601 2.1983
H 3.3448 -4.3481 5.1013
H 3.3378 -5.1151 3.7253
H 2.1478 -5.4371 4.6423
H -0.9402 -2.8631 1.0983
H -1.8172 -1.8801 2.1753
H -1.8732 -3.4301 2.8063
C -0.0172 0.8909 3.5423
O -0.7662 1.7539 2.7143
C -0.8422 1.3919 1.4633
O -0.5242 0.2279 0.9653
O -1.6862 2.2629 0.7763
C -1.9852 2.0739 -0.6077
H 0.9128 0.7119 3.1413
H -0.6072 -0.0261 3.6923
H 0.1418 1.3739 4.4543
H -2.8092 1.4259 -0.5457
H -1.2422 1.6389 -1.2137
H -2.1212 3.1909 -0.8837
C 0.5128 5.2779 -4.7857
O 0.4658 4.5109 -3.4867
C 1.0108 3.2059 -3.5307
O 1.4588 2.7079 -4.6427
O 0.9058 2.6889 -2.4317
C 1.0978 1.2119 -2.3677
H -0.3252 5.0729 -5.5147
H 1.4748 5.0939 -5.3697
H 0.5248 6.2989 -4.5157
H 0.9418 0.5879 -1.4997
H 2.0978 1.0529 -2.4827
H 0.4218 0.8789 -3.1827

***

6
Properties=species:S:1:pos:R:3 method="wB97M-V/def2-TZVPD" relative_energy_ev=0.276 homo_energy_ev=-11.32 multiplicity=1 fmax_ev_per_a=2.998 gap_ev=11.98 energy_ev=-4159.6628
O -1.1692 0.7570 -0.0999
H -2.0249 1.0850 0.0975
H -1.1509 -0.2487 -0.1674
O 1.7259 -0.4745 -0.2196
H 1.0550 0.1955 0.1026
H 1.5640 -1.3143 0.2868

***

75
Properties=species:S:1:pos:R:3 method="wB97M-V/def2-TZVPD" relative_energy_ev=0.000 homo_energy_ev=-15.50 charge=+3 multiplicity=1 fmax_ev_per_a=0.929 gap_ev=5.88 energy_ev=-62889.4378
Hf -0.2674 -1.4045 0.2138
C -0.1899 4.6082 2.0129
O 1.1639 4.8643 1.6562
C 1.5848 4.7793 0.3708
C 2.6170 5.6538 0.0298
C 3.1626 5.6568 -1.2368
C 2.6817 4.7869 -2.2200
C 1.6652 3.9179 -1.8977
C 1.1286 3.8944 -0.6039
N 0.1463 2.8751 -0.3118
C 0.4439 1.5821 -0.2700
N 1.7320 1.2362 -0.3096
C 2.3705 -0.0114 -0.5785
C 1.6354 -1.2007 -0.7607
C 2.3236 -2.3490 -1.1856
C 3.6871 -2.3268 -1.4168
C 4.3900 -1.1627 -1.1697
C 3.7651 0.0045 -0.7326
O 4.6175 1.0410 -0.5651
C 4.4702 2.0868 0.4052
N -0.5208 0.6276 -0.1144
C -1.9200 0.9550 0.0057
C -2.5997 1.8123 -0.8595
C -3.9405 2.0848 -0.6492
C -4.6254 1.4728 0.3996
C -3.9796 0.5626 1.2200
C -2.6351 0.3108 1.0103
O -1.9409 -0.6716 1.7227
C -2.0131 -0.6057 3.1898
H -0.3266 5.0399 2.9987
H -0.4038 3.5396 2.0694
H -0.8728 5.1063 1.3187
H 2.9634 6.3353 0.7963
H 3.9575 6.3539 -1.4695
H 3.0893 4.8022 -3.2211
H 1.2666 3.2344 -2.6409
H -0.8074 3.1418 -0.1207
H 2.3301 2.0475 -0.3927
H 1.7839 -3.2683 -1.3890
H 4.2059 -3.2038 -1.7816
H 5.4621 -1.1153 -1.3185
H 5.4762 2.4233 0.6282
H 4.0111 1.7095 1.3200
H 3.9188 2.9401 -0.0014
H -2.0785 2.2615 -1.6965
H -4.4568 2.7693 -1.3096
H -5.6730 1.6880 0.5656
H -4.5253 0.0509 2.0033
H -2.0809 -1.6247 3.5523
H -2.8957 -0.0391 3.4621
H -1.1215 -0.1141 3.5652
C -4.4660 -2.5755 -0.1116
Sb -2.6513 -2.5183 -1.1882
C -3.2164 -1.4856 -2.9359
C -2.5734 -4.5005 -1.9287
H -5.0468 -3.3906 -0.5401
H -4.9819 -1.6306 -0.2615
H -4.3068 -2.7533 0.9490
H -4.1781 -1.8942 -3.2431
H -2.4760 -1.6476 -3.7161
H -3.3134 -0.4220 -2.7295
H -3.5049 -4.6561 -2.4728
H -2.5237 -5.2221 -1.1147
H -1.7366 -4.6338 -2.6129
S 1.0363 -1.7316 2.5064
C 1.0452 -3.3350 1.9619
N 1.7855 -4.3126 2.5404
C 1.7965 -5.5855 2.0999
C 1.0395 -5.9272 1.0130
C 0.3019 -4.9082 0.4282
N 0.2948 -3.6588 0.8911
H 2.3571 -4.0564 3.3413
H 2.4254 -6.2776 2.6462
H 1.0257 -6.9369 0.6313
H -0.3081 -5.0989 -0.4466

***

88
Properties=species:S:1:pos:R:3 method="wB97M-V/def2-TZVPD" homo_energy_ev="-11.82 / -13.74" charge=+2 multiplicity=6 fmax_ev_per_a=0.873 gap_ev="5.90 / 5.32" energy_ev=-314777.7210
Ir 0.3743 -0.1159 1.4931
Cl -0.9692 7.2694 0.8093
C -0.4103 5.7205 1.1840
C 0.9545 5.5324 1.4560
C 1.4034 4.2825 1.7607
Cl 3.0606 4.0179 2.0745
C 0.5010 3.1357 1.8156
O 0.9600 2.0208 2.1120
C -0.8974 3.3803 1.5168
C -1.9217 2.3235 1.5587
O -1.7246 1.1569 1.8115
C -1.3230 4.6388 1.2193
H 1.6370 6.3706 1.4216
H -2.9518 2.6524 1.3592
H -2.3707 4.8155 1.0071
C 0.5479 0.9397 5.3093
As 0.1778 -0.5143 4.0819
C 1.0204 -2.0296 4.9431
C -1.6985 -0.8953 4.3843
C -2.2621 -0.6865 5.6405
C -3.5984 -0.9799 5.8681
C -4.3800 -1.4915 4.8417
C -3.8241 -1.7095 3.5895
C -2.4855 -1.4106 3.3538
As -1.7044 -1.7755 1.6205
C -3.1465 -1.5590 0.3538
C -1.4865 -3.6979 1.7032
H 0.5844 0.5753 6.3337
H -0.2288 1.6968 5.2134
H 1.5081 1.3816 5.0489
H 0.5404 -2.2058 5.9042
H 2.0795 -1.8234 5.0925
H 0.9145 -2.9084 4.3100
H -1.6623 -0.2908 6.4512
H -4.0286 -0.8109 6.8462
H -5.4220 -1.7237 5.0163
H -4.4453 -2.1115 2.7986
H -3.9089 -2.3184 0.5141
H -2.7302 -1.6690 -0.6470
H -3.5728 -0.5645 0.4604
H -2.4502 -4.1351 1.9600
H -0.7545 -3.9508 2.4674
H -1.1495 -4.0798 0.7405
N 2.8007 0.2131 1.4162
N 3.6457 -0.8777 1.6165
C 3.1898 -2.1234 1.3732
N 4.1046 -3.0898 1.3443
S 1.5556 -2.4810 1.1393
H 2.9427 0.6054 0.4927
H 2.9700 0.9271 2.1155
H 4.6419 -0.7027 1.6056
H 5.0931 -2.9109 1.4244
H 3.8065 -4.0400 1.1954
F 3.0857 -1.0757 -1.4621
C 2.9575 -1.5102 -2.7312
C 1.9224 -1.0669 -3.5220
C 1.9147 -1.5301 -4.8292
F 0.9683 -1.1106 -5.6660
C 2.8648 -2.4042 -5.3232
F 2.8229 -2.8210 -6.5753
C 3.8742 -2.8430 -4.4820
F 4.7919 -3.6847 -4.9249
C 3.9222 -2.3897 -3.1766
F 4.8982 -2.7982 -2.3547
Ge 0.4782 0.1332 -2.9855
S 0.0718 0.4454 -0.8258
C -1.1435 -0.7487 -3.6018
C -1.9507 -0.3012 -4.6335
F -1.6541 0.8181 -5.3178
C -3.0769 -0.9896 -5.0277
F -3.8255 -0.5281 -6.0301
C -3.4229 -2.1646 -4.3783
F -4.5066 -2.8325 -4.7441
C -2.6328 -2.6394 -3.3437
F -2.9546 -3.7702 -2.6978
C -1.5141 -1.9291 -2.9805
F -0.7677 -2.4334 -1.9601
C 0.7047 1.9072 -3.7277
C -0.3100 2.8358 -3.5474
F -1.4435 2.4709 -2.9368
C -0.2075 4.1388 -3.9876
F -1.1941 5.0081 -3.7925
C 0.9494 4.5375 -4.6402
F 1.0669 5.7843 -5.0663
C 1.9832 3.6384 -4.8397
F 3.0905 4.0296 -5.4559
C 1.8494 2.3399 -4.3790
F 2.8810 1.5109 -4.5758

***

196
Properties=species:S:1:pos:R:3 method="wB97M-V/def2-TZVPD" relative_energy_ev=0.021 homo_energy_ev=-9.34 multiplicity=1 fmax_ev_per_a=4.518 gap_ev=9.76 energy_ev=-107215.0588
C 4.8584 -4.4624 -0.1930
O 4.9860 -3.5094 -0.9554
N 3.8232 -4.6463 0.6447
N 5.9167 -5.4189 -0.2877
H 3.8498 -5.3821 1.3490
H 3.1148 -3.9906 0.6552
H 6.6606 -4.8599 -0.6798
H 6.1070 -5.7140 0.6185
C 0.8425 2.4439 4.4690
O 0.2725 2.3111 3.3993
N 2.1300 2.6887 4.4972
N 0.1943 2.3263 5.7722
H 2.7208 2.6070 3.6590
H 2.7173 2.7349 5.3415
H 0.5205 3.0515 6.4390
H -0.8047 2.4271 5.7356
C -1.9156 5.4305 5.3757
O -1.0785 5.2437 6.2380
N -1.9911 4.6772 4.2748
N -2.7644 6.5328 5.4123
H -2.8351 4.7989 3.6926
H -1.1523 4.2770 3.9020
H -3.0178 6.6897 6.3675
H -3.4267 6.6543 4.7342
C -4.7228 -2.2023 2.7048
O -3.5436 -1.7839 2.6242
N -5.0838 -3.0842 3.6915
N -5.6434 -1.7738 1.9370
H -5.8513 -3.7079 3.5443
H -4.3833 -3.5223 4.2785
H -6.6106 -2.0748 1.9453
H -5.3536 -1.0376 1.2507
C 0.4633 0.2422 0.4313
O 1.2105 1.1446 0.1978
N 0.3703 -0.3050 1.6605
N -0.2687 -0.3002 -0.5789
H 0.8345 0.3066 2.3262
H -0.1515 -1.0969 1.9106
H -0.1729 0.0865 -1.5083
H -0.8699 -1.1592 -0.4448
C -3.8221 1.0092 0.4531
O -4.7848 0.2266 0.3829
N -2.8976 0.9202 1.4349
N -3.6553 1.9552 -0.5061
H -2.8943 0.0719 1.9857
H -2.0938 1.5863 1.4768
H -2.7889 2.4510 -0.4349
H -4.3332 2.3069 -1.1441
C 3.7572 1.0539 -1.8300
O 4.9210 0.8853 -2.1787
N 3.1097 2.3003 -1.4909
N 2.8761 0.0534 -1.8032
H 3.6820 3.1201 -1.4161
H 2.1670 2.2504 -1.0113
H 2.0061 0.2113 -1.3619
H 2.9935 -0.9279 -2.1879
C 2.5769 1.6819 -5.8052
O 1.5415 1.0412 -5.7606
N 2.8893 2.6846 -6.7455
N 3.6042 1.4144 -4.9572
H 2.1229 3.1680 -7.1860
H 3.6677 3.3003 -6.4245
H 3.4184 0.7911 -4.1756
H 4.4694 1.8981 -4.9085
C 5.3030 -1.5194 1.5205
C 3.8619 -1.0941 1.9024
C 3.7330 -1.0256 3.3957
O 3.6721 0.2014 1.2411
H 5.6014 -2.5346 1.8556
H 5.8388 -0.7510 2.0741
H 5.4117 -1.4606 0.4428
H 3.0346 -1.7616 1.5248
H 2.7100 -0.7230 3.6265
H 4.3903 -0.2336 3.8217
H 4.0662 -2.0176 3.7058
H 3.2414 0.0103 0.3841
C 1.5256 -4.9640 -2.5220
C 1.9987 -3.5944 -3.0125
C 0.8700 -2.8914 -3.7493
O 2.2947 -2.8321 -1.8262
H 1.1823 -5.5619 -3.4061
H 0.6835 -4.7896 -1.8858
H 2.3768 -5.4105 -2.0345
H 2.7976 -3.6354 -3.7784
H 0.4234 -3.5985 -4.4528
H 1.2460 -2.0171 -4.2619
H 0.1238 -2.4826 -3.0478
H 3.1833 -3.0598 -1.4770
C 4.2204 5.0839 2.1878
C 4.2227 3.7448 1.4881
C 5.6397 3.4344 0.8900
O 3.7135 2.6268 2.2401
H 3.2619 5.1835 2.6808
H 4.2541 5.9137 1.4339
H 4.9676 5.2727 2.9177
H 3.6024 3.9053 0.5597
H 5.7883 4.2879 0.1304
H 5.6926 2.4926 0.3350
H 6.4479 3.3641 1.5728
H 3.6726 1.8350 1.6466
C -8.0053 1.2167 3.5591
C -8.2587 1.4119 2.0719
C -9.3882 2.4396 1.7798
O -7.0280 1.9461 1.5118
H -7.1475 0.5920 3.6970
H -8.9170 0.8004 4.1042
H -7.7702 2.1538 4.0032
H -8.5796 0.5212 1.6069
H -10.1733 2.4452 2.5458
H -9.9206 2.3641 0.7356
H -8.9609 3.4357 1.6890
H -6.3929 1.1987 1.4213
C 4.3845 5.9347 -2.1296
C 5.3174 4.8613 -2.6299
C 5.0519 4.6527 -4.1253
O 6.6400 5.2328 -2.4202
H 3.3800 5.5236 -2.1170
H 4.2843 6.7249 -2.9244
H 4.6139 6.4574 -1.1388
H 5.0877 3.9499 -2.1170
H 5.0026 5.5986 -4.6174
H 4.1207 4.1242 -4.2578
H 5.8744 4.1163 -4.5182
H 6.8850 5.0903 -1.4872
C 0.4301 -2.8003 4.6600
C -0.9480 -2.7571 5.2087
C -1.3977 -1.2995 5.0800
O -1.9083 -3.6381 4.5855
H 0.9127 -1.8108 4.8700
H 0.3402 -2.8409 3.5795
H 1.0368 -3.6000 4.9695
H -0.9876 -3.0733 6.2555
H -2.4277 -1.2439 5.2439
H -1.2816 -0.9689 4.0687
H -0.8712 -0.5821 5.6898
H -2.1465 -3.2633 3.7450
C -3.0101 -2.6115 -4.3789
C -2.9750 -2.9394 -2.8640
C -3.2965 -1.6545 -1.9438
O -3.8667 -4.0348 -2.5523
H -3.9242 -2.1100 -4.7403
H -2.8506 -3.5851 -4.8545
H -2.2322 -1.8932 -4.6282
H -1.9964 -3.2549 -2.4651
H -3.3905 -1.9333 -0.9058
H -4.3036 -1.3263 -2.1934
H -2.6200 -0.8418 -2.1104
H -4.6991 -3.6711 -2.8790
C -2.6799 -6.5789 -4.5298
C -2.6306 -7.6949 -3.4917
C -1.5851 -8.7312 -3.9333
O -2.2699 -7.1994 -2.1695
H -3.2797 -5.8262 -4.1812
H -3.0772 -6.8299 -5.5025
H -1.6913 -6.1530 -4.7061
H -3.5821 -8.2453 -3.4024
H -1.8950 -9.1652 -4.8505
H -1.4641 -9.5333 -3.1884
H -0.5854 -8.3617 -3.9722
H -2.9163 -6.5516 -1.9447
C -0.2462 3.6920 -3.9704
C -0.9053 2.3747 -3.6521
C -2.0076 1.9827 -4.6856
O -0.0364 1.2150 -3.5759
H -0.9800 4.5009 -3.8652
H 0.0863 3.5474 -5.0479
H 0.5513 3.8761 -3.2025
H -1.3417 2.3812 -2.6456
H -2.4333 1.0208 -4.5229
H -1.4971 2.0007 -5.6561
H -2.7655 2.8008 -4.5960
H 0.4165 1.0345 -4.4014
C 0.0273 4.7293 -0.6175
C 0.3936 4.3342 0.7460
C 0.6153 5.5048 1.6727
O -0.7093 3.5745 1.3079
H 0.8047 4.3988 -1.3278
H -0.1248 5.7772 -0.6357
H -0.8900 4.2300 -0.9868
H 1.3365 3.7613 0.7692
H 0.7471 5.1625 2.6618
H -0.1528 6.2446 1.5998
H 1.5409 5.9979 1.3545
H -0.3471 3.0166 2.0063
C 0.1971 -4.5436 1.4451
C -1.0778 -4.1050 0.6735
C -2.2626 -5.0287 0.8415
O -1.3396 -2.7552 0.9690
H 1.0101 -3.7782 1.2742
H 0.3530 -5.6009 1.1441
H 0.0080 -4.5789 2.4894
H -0.8222 -4.1014 -0.4234
H -2.6620 -5.0524 1.8392
H -1.9765 -6.0267 0.4888
H -2.9998 -4.6635 0.1641
H -2.0779 -2.6061 1.5939

***

88
Properties=species:S:1:pos:R:3 method="wB97M-V/def2-TZVPD" homo_energy_ev=-7.99 multiplicity=1 fmax_ev_per_a=7.460 gap_ev=6.45 energy_ev=-107888.6611
C 0.4159 -1.8582 -0.7156
C 0.8385 -1.6812 -2.2894
Cl 2.5462 -2.2159 -2.8200
C -0.0963 -1.1401 -3.3129
Cl 0.5682 -1.0498 -5.0811
C -1.6633 -0.6640 -2.9856
N -2.7426 -1.6330 -3.3812
C -4.1192 -1.1523 -3.0221
C -5.3902 -2.1505 -3.4185
N -5.0781 -3.4830 -4.1262
C -6.9320 -1.7415 -3.0380
O -8.0500 -2.6431 -3.3850
C -7.2427 -0.3258 -2.2694
C -5.9619 0.6389 -1.9018
C -6.2522 2.0526 -1.1033
P -6.0761 1.6310 0.7853
O -5.2902 2.7782 1.5750
O -7.6494 1.2854 1.4563
O -5.0951 0.1769 0.8625
C -4.3758 0.2713 -2.2806
N -3.3484 1.2971 -1.8961
C -1.9958 0.7653 -2.2820
P -0.4903 1.9368 -1.8851
N -1.1327 3.4574 -1.8493
O 0.6974 1.9734 -3.1761
O 0.1906 1.6529 -0.3033
H 1.0432 -2.7453 -0.2200
H 0.7241 -0.8924 -0.1045
H -0.7250 -2.0675 -0.5324
H -5.9708 -4.0514 -4.1296
H -4.3988 -4.0275 -3.5391
H -8.4552 -2.3862 -4.2669
H -8.3506 -0.0193 -1.9521
H -5.4518 2.8771 -1.4186
H -7.3281 2.4309 -1.3646
H -7.5202 0.4760 2.0630
H -5.6758 -0.6324 0.7298
H -0.9893 3.8899 -0.9109
H 1.3770 1.2356 -3.0281
H 0.0950 2.4438 0.3046
O 3.5645 2.9110 0.8052
C 2.9333 2.8077 1.8440
C 3.4870 3.0140 3.2213
C 2.4220 2.3900 4.0873
C 1.1729 2.5897 3.2695
O 1.5989 2.5261 1.9093
H 3.5874 4.0866 3.4092
H 4.4479 2.5080 3.3399
H 2.3573 2.8293 5.0862
H 2.6232 1.3178 4.2014
H 0.7124 3.5674 3.4460
H 0.4310 1.8088 3.4604
O -3.9355 -3.7813 -0.9025
C -4.5667 -3.8846 0.1363
C -4.0130 -3.6783 1.5136
C -5.0780 -4.3023 2.3796
C -6.3271 -4.1026 1.5618
O -5.9011 -4.1662 0.2016
H -3.9126 -2.6057 1.7015
H -3.0521 -4.1843 1.6322
H -5.1427 -3.8630 3.3786
H -4.8768 -5.3745 2.4937
H -6.7876 -3.1249 1.7383
H -7.0690 -4.8835 1.7527
O 7.9904 4.6216 4.7101
C 7.7103 4.5662 3.5241
C 8.3871 5.3411 2.4343
C 7.4148 5.1948 1.2912
C 6.7704 3.8632 1.5745
O 6.7532 3.7478 2.9965
H 9.3511 4.8757 2.2106
H 8.5185 6.3878 2.7178
H 7.8867 5.2439 0.3063
H 6.6618 5.9905 1.3456
H 7.3456 3.0271 1.1632
H 5.7481 3.8142 1.1882
O 3.7758 -3.1510 -0.3810
C 4.9809 -3.1843 -0.5674
C 5.8179 -2.0378 -1.0481
C 7.0922 -2.7284 -1.4634
C 7.1330 -3.9239 -0.5480
O 5.7679 -4.2730 -0.3232
H 5.9827 -1.3434 -0.2196
H 5.3438 -1.5298 -1.8911
H 7.9795 -2.0946 -1.3835
H 7.0068 -3.0613 -2.5049
H 7.5980 -3.6936 0.4163
H 7.6594 -4.7682 -1.0027